C6H6O2 | ωB97M-V with the def2-TZVPD basis set

Last columns: bonded neighbours and bond lengths (Å).
Geometry (Å):
1 O 1.7265 -0.3483 -1.9793  C7 1.297, H10 0.970
2 O 0.0651 0.7807 2.0474  C8 1.226
3 C 1.4007 -1.1279 0.3941  C7 1.228, H13 1.060
4 C -0.2424 1.1280 -0.2701  C5 1.209, C8 1.533
5 C -0.3395 1.9662 -1.1355  C4 1.209, H14 1.058
6 C -1.4706 -0.6812 0.9140  C8 1.523, H9 1.088, H11 1.089, H12 1.090
7 C 1.5519 -0.6692 -0.7349  O1 1.297, C3 1.228
8 C -0.2751 0.2591 0.9919  O2 1.226, C4 1.533, C6 1.523
9 H -1.5300 -1.2572 1.8355  C6 1.088
10 H 1.6036 0.6068 -2.0997  O1 0.970
11 H -2.3869 -0.1113 0.7691  C6 1.089
12 H -1.3389 -1.3579 0.0702  C6 1.090
13 H 1.6660 -1.8369 1.1355  C3 1.060
14 H -0.4304 2.6490 -1.9381  C5 1.058

The charge is 0. The energy above the lowest of the compared OMol25 structures with the same formula, charge and spin comes out at 117.2 kcal per mole. For the HOMO-LUMO gap, the calculation gives 10.4128 eV. The calculation puts the total energy at -10408.326 eV. For the LUMO energy, the calculation gives 0.5 eV. The HOMO energy comes out at -9.86 eV. The value obtained for the max |F| is 0.0756 Eh/bohr.



C8H14N2O4 | ωB97M-V with the def2-TZVPD basis set

Last columns: bonded neighbours and bond lengths (Å).
Geometry (Å):
1 O 0.1590 1.8729 0.4813  C7 1.253
2 O 4.1792 0.5515 -0.8650  C10 1.207
3 O 2.8719 2.2665 -0.2418  C10 1.294, H22 1.047
4 O 4.3034 -1.5968 0.6746  C11 1.463, H18 1.077
5 N 0.8661 -0.0885 -0.2379  C7 1.315, C14 1.447, H15 1.163
6 N -1.5848 -0.7795 -0.8107  C9 1.438, C13 1.598, H19 1.134
7 C -0.0512 0.8529 -0.2159  O1 1.253, N5 1.315, C9 1.578
8 C -2.4066 0.9229 0.7632  C9 1.683, C12 1.583, H16 1.153, H23 1.142
9 C -1.5513 0.6499 -0.6600  N6 1.438, C7 1.578, C8 1.683, H20 1.182
10 C 3.1830 1.0167 -0.3669  O2 1.207, O3 1.294, C14 1.607
11 C 2.9498 -1.3726 0.1676  O4 1.463, C14 1.553, H25 1.142, H26 1.084
12 C -3.6582 0.0476 0.3479  C8 1.583, C13 1.552, H21 1.130, H28 1.147
13 C -3.1264 -1.1058 -0.5449  N6 1.598, C12 1.552, H17 1.104, H24 1.090
14 C 2.1900 -0.0294 0.3425  N5 1.447, C10 1.607, C11 1.553, H27 1.067
15 H 0.7576 -0.8152 -1.1391  N5 1.163
16 H -1.9722 0.5227 1.7538  C8 1.153
17 H -3.6141 -0.9898 -1.5281  C13 1.104
18 H 4.6637 -0.8255 0.0153  O4 1.077
19 H -1.0005 -1.3148 0.0008  N6 1.134
20 H -1.8179 1.2255 -1.6571  C9 1.182
21 H -4.2842 0.6953 -0.3336  C12 1.130
22 H 1.9470 2.0932 0.2171  O3 1.047
23 H -2.6111 2.0155 1.0230  C8 1.142
24 H -3.5490 -1.9515 -0.0033  C13 1.090
25 H 2.3398 -1.9416 0.9482  C11 1.142
26 H 2.8690 -1.8047 -0.8234  C11 1.084
27 H 2.1395 0.1765 1.3882  C14 1.067
28 H -4.1915 -0.2939 1.3041  C12 1.147

The charge is 0. The energy above the lowest of the compared OMol25 structures with the same formula, charge and spin comes out at 97.5 kcal per mole. For the HOMO-LUMO gap, the calculation gives 10.3845 eV. The calculation puts the total energy at -19690.059 eV. For the LUMO energy, the calculation gives 0.5 eV. The HOMO energy comes out at -9.86 eV. The value obtained for the max |F| is 0.1277 Eh/bohr.



C9H14 | ωB97M-V with the def2-TZVPD basis set

Last columns: bonded neighbours and bond lengths (Å).
Geometry (Å):
1 C 2.5028 -0.1280 0.9324  C4 1.600, H11 1.143, H20 1.139, H22 1.067
2 C -0.3578 1.0889 0.4293  C3 1.428, C7 1.394, H14 1.161
3 C -1.5628 0.7028 1.0918  C2 1.428, C6 1.449, H19 1.097
4 C 1.8190 -0.4979 2.3312  C1 1.600, H16 1.154, H18 1.019, H23 1.117
5 C -0.8134 -0.2679 -2.9371  C8 1.429, H13 1.071, H15 1.099, H21 1.129
6 C -2.3381 -0.3015 0.3915  C3 1.449, C9 1.407, H17 1.172
7 C -0.2011 0.9937 -0.9527  C2 1.394, C8 1.389, H10 1.115
8 C -1.0135 0.0415 -1.5560  C5 1.429, C7 1.389, C9 1.422
9 C -2.0224 -0.7260 -0.9125  C6 1.407, C8 1.422, H12 1.041
10 H 0.4687 1.7421 -1.4379  C7 1.115
11 H 2.7501 0.9865 0.8776  C1 1.143
12 H -2.4473 -1.6087 -1.2642  C9 1.041
13 H 0.0902 0.1270 -3.3562  C5 1.071
14 H 0.4053 1.6484 1.1017  C2 1.161
15 H -1.6443 0.0138 -3.5990  C5 1.099
16 H 1.4382 0.4427 2.8816  C4 1.154
17 H -3.2156 -0.6975 1.0607  C6 1.172
18 H 2.5583 -0.8730 2.9235  C4 1.019
19 H -1.7663 1.0288 2.1188  C3 1.097
20 H 3.4110 -0.8119 0.8561  C1 1.139
21 H -0.8455 -1.3559 -3.2362  C5 1.129
22 H 1.8244 -0.3723 0.1466  C1 1.067
23 H 0.9600 -1.1757 2.1093  C4 1.117

The charge is 0. The energy above the lowest of the compared OMol25 structures with the same formula, charge and spin comes out at 46.1 kcal per mole. For the HOMO-LUMO gap, the calculation gives 9.7165 eV. The calculation puts the total energy at -9558.183 eV. For the LUMO energy, the calculation gives 1.0 eV. The HOMO energy comes out at -8.70 eV. The value obtained for the max |F| is 0.0897 Eh/bohr.